{"formula": "C29H21ClF3I2N7O5Ru", "method": "ωB97M-V/def2-TZVPD", "charge": -1, "spin_multiplicity": 6, "e_lumo_ev": [2.0, 0.8], "orbital_gap_ev": [7.3, 6.1], "species": ["Ru", "Cl", "C", "C", "C", "I", "C", "O", "C", "N", "C", "C", "C", "C", "H", "H", "H", "H", "I", "C", "C", "C", "C", "C", "C", "C", "O", "O", "H", "H", "H", "H", "C", "C", "N", "C", "N", "C", "C", "C", "N", "C", "H", "H", "H", "H", "H", "H", "H", "H", "H", "H", "H", "H", "H", "N", "C", "C", "C", "N", "C", "N", "F", "C", "F", "F", "C", "O", "O"], "positions_angstrom": [[0.24272, 0.05138, -0.31818], [-0.37580, -7.04161, -0.04663], [0.26134, -5.41944, 0.00618], [1.62079, -5.23596, -0.00424], [2.15039, -3.94823, -0.01277], [4.21942, -3.62452, -0.00843], [1.36194, -2.78779, -0.03619], [1.84462, -1.60998, -0.14851], [-0.05400, -3.01944, 0.12346], [-0.81614, -1.92446, 0.33395], [-2.12134, -2.02768, 0.42967], [-2.77078, -3.26433, 0.29859], [-2.02408, -4.39992, 0.13739], [-0.61586, -4.31802, 0.08150], [2.27663, -6.09524, -0.02413], [-2.66207, -1.10998, 0.62031], [-3.85042, -3.30353, 0.33470], [-2.49468, -5.37052, 0.05405], [-4.58263, -1.79781, -7.82199], [-3.50358, -1.48324, -6.03610], [-2.34815, -2.21363, -5.81263], [-1.62801, -1.98791, -4.64949], [-2.06954, -1.04952, -3.72610], [-3.23663, -0.33129, -3.96376], [-3.96045, -0.54347, -5.12708], [-1.26506, -0.75471, -2.49174], [-0.15909, -1.32094, -2.32713], [-1.72862, 0.07780, -1.66672], [-2.00802, -2.94026, -6.53757], [-0.71518, -2.53298, -4.44828], [-3.55593, 0.40419, -3.23618], [-4.85725, 0.02608, -5.32804], [5.48530, 1.76554, 1.14850], [4.53431, 1.89242, -0.02471], [3.37220, 1.08486, 0.26053], [2.76538, 1.01723, 1.47621], [1.57286, 0.48552, 1.59070], [1.02480, 0.26202, 2.91457], [1.43829, 1.36534, 3.87272], [2.95034, 1.42066, 3.89782], [3.49492, 1.46001, 2.54993], [4.73841, 2.19808, 2.39372], [6.37165, 2.38400, 1.00585], [5.79057, 0.72189, 1.24640], [4.98830, 1.51662, -0.94059], [4.26824, 2.94508, -0.18521], [2.81261, 0.79738, -0.51529], [1.36015, -0.71394, 3.29096], [-0.06024, 0.22128, 2.82884], [1.05310, 1.17916, 4.87572], [1.03806, 2.31462, 3.51006], [3.35446, 0.54897, 4.42643], [3.28485, 2.31484, 4.42936], [5.34895, 2.01522, 3.28037], [4.53069, 3.27536, 2.34342], [1.08301, 1.30697, -1.92645], [0.30668, 1.96013, -2.51189], [-0.53869, 2.74198, -3.26421], [-0.16470, 3.16975, -4.55637], [0.13486, 3.54173, -5.60742], [-1.79253, 3.14128, -2.74107], [-2.82782, 3.48285, -2.36345], [-2.89473, 2.44230, 2.70976], [-1.94132, 3.03168, 1.97139], [-1.06575, 3.60592, 2.83548], [-2.51507, 4.01351, 1.27489], [-1.17250, 2.01391, 1.07911], [-1.51036, 0.81673, 1.18742], [-0.25021, 2.47069, 0.39602]], "forces_ev_per_angstrom": [[-0.2, -0.7, 0.5], [-0.1, -0.1, 0.0], [0.3, -0.1, 0.0], [-0.3, -0.1, 0.0], [0.2, 0.6, 0.0], [-0.1, -0.2, 0.0], [0.2, -0.5, 0.0], [-0.7, 0.6, -0.1], [0.1, -0.3, 0.1], [-0.1, 0.2, -0.2], [0.1, 0.0, 0.1], [0.0, -0.1, 0.0], [0.0, 0.0, 0.0], [0.0, 0.3, 0.1], [0.0, 0.0, 0.0], [0.0, 0.0, -0.1], [0.0, 0.0, 0.0], [0.0, 0.0, 0.0], [0.1, 0.0, 0.2], [-0.2, 0.0, -0.3], [0.0, 0.0, 0.0], [0.0, 0.0, 0.0], [0.0, 0.1, 0.1], [0.0, 0.0, 0.0], [0.0, 0.0, 0.0], [0.0, -0.2, -0.3], [0.1, 0.2, 0.2], [0.3, 0.3, 0.5], [0.0, 0.0, 0.0], [0.0, 0.0, 0.0], [0.0, 0.0, 0.0], [0.0, 0.0, 0.0], [-0.1, 0.0, 0.0], [0.1, 0.0, 0.1], [-0.2, 0.1, 0.3], [-0.3, -0.3, 0.4], [0.3, 0.4, -0.7], [-0.1, 0.0, 0.1], [0.0, -0.1, -0.1], [-0.1, 0.1, 0.1], [0.0, 0.0, -0.1], [0.1, -0.1, 0.0], [0.0, 0.0, 0.0], [0.1, 0.0, 0.0], [0.0, 0.0, 0.0], [0.0, 0.0, 0.0], [-0.2, -0.1, -0.3], [0.0, 0.0, 0.0], [0.1, -0.1, 0.0], [0.0, 0.0, 0.0], [0.0, 0.0, 0.1], [0.0, 0.0, 0.0], [0.1, 0.0, 0.0], [0.0, 0.0, 0.0], [0.0, 0.0, 0.1], [-0.2, 0.2, 0.1], [0.6, 0.0, -0.2], [-0.2, 0.0, 0.1], [0.1, 0.0, -0.2], [0.0, 0.0, 0.0], [-0.1, 0.1, 0.1], [0.0, 0.0, 0.0], [0.1, 0.1, 0.0], [0.1, -0.1, 0.1], [-0.2, 0.0, 0.0], [0.1, -0.1, 0.0], [-0.2, 0.5, 0.3], [0.3, -0.4, -0.3], [0.0, -0.2, -0.2]], "lowdin_spin": [4.0286, 0.0012, 0.0036, -0.0003, 0.0081, 0.0022, 0.0078, 0.1379, 0.0071, 0.0862, 0.0138, 0.0028, 0.0048, 0.0018, 0.0001, 0.0009, 0.0004, 0.0003, 0.0000, -0.0003, 0.0003, 0.0012, 0.0046, 0.0013, 0.0003, 0.0103, 0.0937, 0.1040, 0.0000, 0.0005, 0.0004, 0.0000, 0.0002, 0.0003, 0.0034, 0.0120, 0.0952, 0.0076, 0.0026, 0.0000, 0.0043, 0.0011, 0.0000, 0.0000, 0.0000, 0.0000, 0.0014, 0.0003, 0.0009, 0.0005, 0.0000, 0.0000, 0.0001, 0.0001, 0.0001, 0.0695, 0.0566, 0.0221, 0.0039, 0.0079, 0.0038, 0.0084, 0.0015, 0.0035, 0.0009, 0.0009, 0.0089, 0.0940, 0.0643]}

{"formula": "C29H21ClMgN6OS", "method": "ωB97M-V/def2-TZVPD", "charge": 0, "e_lumo_ev": -0.6, "orbital_gap_ev": 6.8, "species": ["Mg", "Cl", "C", "C", "C", "C", "O", "C", "C", "N", "C", "C", "C", "C", "C", "C", "C", "C", "N", "C", "C", "H", "H", "H", "H", "H", "H", "H", "H", "H", "H", "N", "C", "S", "N", "N", "C", "C", "C", "C", "C", "C", "C", "C", "C", "C", "C", "C", "N", "H", "H", "H", "H", "H", "H", "H", "H", "H", "H", "H"], "positions_angstrom": [[1.11852, -0.82470, -0.83156], [8.30355, -0.03468, 0.54830], [6.68559, -0.50385, 0.10617], [6.47556, -1.22157, -1.08479], [5.21597, -1.61053, -1.44425], [4.06962, -1.28776, -0.65961], [2.91164, -1.69965, -1.02090], [4.31331, -0.54525, 0.54228], [3.26127, -0.26023, 1.45939], [2.00685, -0.33818, 1.17634], [1.04287, -0.15818, 2.16615], [1.12574, 0.67772, 3.25206], [0.08300, 0.73748, 4.19704], [-1.03632, -0.03417, 4.06302], [-1.17375, -0.88440, 2.94146], [-2.29557, -1.71465, 2.72743], [-2.35275, -2.49205, 1.60649], [-1.30954, -2.41486, 0.66569], [-0.24851, -1.66084, 0.83387], [-0.14827, -0.92108, 1.97250], [5.63058, -0.19181, 0.90950], [7.32449, -1.46861, -1.70877], [5.04510, -2.17331, -2.35246], [3.56985, 0.00095, 2.47773], [1.99814, 1.30477, 3.38724], [0.18254, 1.40319, 5.04444], [-1.82885, -0.00076, 4.79971], [-3.09564, -1.72316, 3.45770], [-3.19266, -3.14443, 1.41200], [-1.37509, -2.96279, -0.26640], [5.79768, 0.34148, 1.83825], [-1.19287, -3.09282, -3.86487], [-0.69212, -2.02571, -3.18686], [0.93683, -1.55450, -3.45800], [-1.55516, -1.42477, -2.37167], [-0.94948, -0.46981, -1.65561], [-1.60447, 0.55982, -1.25796], [-3.04076, 0.80849, -1.54604], [-3.41988, 1.91874, -2.29467], [-4.75857, 2.15899, -2.56786], [-5.73115, 1.29433, -2.08777], [-5.35825, 0.18361, -1.34259], [-4.02035, -0.06143, -1.07850], [-0.80225, 1.56705, -0.53905], [-1.36812, 2.68167, 0.07879], [-0.53925, 3.61544, 0.67148], [0.83450, 3.42732, 0.63534], [1.31566, 2.27728, 0.03631], [0.52573, 1.36793, -0.52863], [-0.66744, -3.40419, -4.66237], [-2.19567, -3.18254, -3.89522], [-2.66039, 2.59164, -2.67534], [-5.04064, 3.02013, -3.15971], [-6.77607, 1.48177, -2.29791], [-6.11431, -0.49749, -0.97336], [-3.72322, -0.93748, -0.51667], [-2.44152, 2.80533, 0.08803], [-0.96300, 4.48623, 1.15476], [1.51886, 4.14221, 1.06930], [2.37850, 2.06869, 0.01064]], "forces_ev_per_angstrom": [[0.2, -0.2, -0.3], [0.0, 0.0, 0.0], [0.0, 0.0, 0.0], [-0.1, 0.0, 0.0], [0.0, 0.0, 0.0], [0.0, 0.0, 0.1], [-0.1, 0.5, 0.0], [0.1, -0.1, -0.2], [-0.1, 0.0, 0.2], [0.2, -0.1, -0.2], [-0.2, 0.0, 0.2], [0.1, 0.0, -0.1], [-0.1, 0.0, 0.1], [0.1, 0.1, 0.0], [0.1, 0.0, -0.1], [0.0, 0.0, -0.1], [-0.1, 0.0, 0.1], [0.1, 0.0, 0.0], [0.0, -0.1, -0.1], [-0.1, 0.0, 0.1], [0.0, 0.0, 0.0], [0.0, 0.0, 0.0], [0.0, 0.0, 0.0], [0.0, 0.0, 0.0], [0.0, 0.0, 0.0], [0.0, 0.0, 0.0], [0.0, 0.0, 0.0], [0.0, 0.0, 0.0], [0.0, 0.0, 0.0], [0.0, 0.0, 0.0], [0.0, 0.0, 0.0], [0.0, 0.0, 0.0], [0.2, 0.1, -0.1], [-0.1, -0.2, 0.3], [-0.3, -0.2, -0.2], [0.1, 0.3, 0.3], [-0.2, -0.1, -0.1], [0.0, 0.0, 0.0], [0.0, 0.0, 0.0], [0.0, 0.0, 0.0], [0.0, 0.0, 0.0], [0.0, 0.0, 0.0], [0.0, 0.0, 0.0], [0.2, 0.1, 0.1], [0.0, 0.0, 0.0], [0.0, 0.0, 0.0], [0.0, 0.0, 0.0], [-0.1, 0.1, -0.1], [0.1, -0.1, 0.0], [0.0, 0.0, 0.0], [0.0, 0.0, 0.0], [0.0, 0.0, 0.0], [0.0, 0.0, 0.0], [0.0, 0.0, 0.0], [0.0, 0.0, 0.0], [0.0, 0.0, 0.0], [0.0, 0.0, 0.0], [0.0, 0.0, 0.0], [0.0, 0.0, 0.0], [0.0, 0.0, 0.0]], "nbo_charge": [1.7578, -0.0210, -0.1089, -0.1927, -0.2345, 0.4239, -0.8480, -0.2738, 0.1979, -0.6321, 0.2293, -0.2551, -0.1950, -0.1904, -0.0907, -0.1208, -0.2589, 0.0855, -0.5200, 0.1193, -0.1599, 0.2247, 0.2222, 0.1628, 0.2173, 0.2194, 0.2159, 0.2205, 0.2281, 0.2239, 0.2146, -0.7998, 0.2758, -0.4350, -0.4917, -0.3026, 0.1103, -0.0061, -0.2098, -0.2192, -0.1973, -0.2191, -0.1887, 0.1907, -0.2462, -0.1421, -0.2723, 0.0769, -0.5454, 0.4017, 0.3904, 0.2167, 0.2152, 0.2127, 0.2128, 0.2159, 0.2376, 0.2218, 0.2266, 0.2083]}

Going through the records in order, we get ΔE to the lowest compared entry with this formula, charge and spin values of 16.1, 0.0 kcal per mole.